Entry P
ORCA calculation (ωB97M-V with the def2-TZVPD basis set) on a structure of composition C2H5IP2.

Geometry as XYZ:
```
10
Properties=species:S:1:pos:R:3
I 0.1053 -2.6308 0.1838
P 1.4915 -0.4397 2.2116
P 0.6037 0.7877 0.7268
C -0.4168 -0.0548 -1.5604
C 0.0167 -0.4947 -0.1762
H -1.4609 -0.3701 -1.7506
H 0.3375 -0.6035 -2.1824
H 1.6477 0.7892 2.8426
H 0.2191 -0.4513 2.7882
H -0.1671 1.0500 -1.7167
```

HOMO energy (eV): -8.79
Molecular weight (g mol⁻¹): 217.91
Gap between HOMO and LUMO (eV): 8.760

***

Entry Q
ORCA calculation (ωB97M-V with the def2-TZVPD basis set) on a cluster of 2 separate species, C2H5IP2 in total.

Geometry as XYZ:
```
10
Properties=species:S:1:pos:R:3
I -1.0769 -1.8414 -1.5693
P 1.0669 0.0911 0.4784
P 2.4802 -1.6137 0.3192
C -0.1163 -0.3314 -0.5495
C -1.5454 1.8046 -0.2503
H 2.6306 -1.2851 1.5765
H -2.5603 1.4578 -0.6926
H -1.0453 2.4387 -0.7779
H 1.5689 -2.5729 0.7158
H -1.4024 1.8523 0.7497
```

HOMO energy (eV): -7.89
Molecular weight (g mol⁻¹): 217.91
Gap between HOMO and LUMO (eV): 7.262

***

Relative energies, unit kcal/mol: entry P 0.0; entry Q 87.1

***

Entry P
ORCA calculation (ωB97M-V with the def2-TZVPD basis set) on a cluster of 3 separate species, C4H15N2O2 in total.

Geometry as XYZ:
```
23
Properties=species:S:1:pos:R:3
O 0.3933 -0.8004 3.4136
O -3.1235 2.8178 -1.4219
N -1.1702 0.3694 -2.0491
N -0.5825 -0.5188 0.7585
C 2.5206 -0.3817 0.7153
C -0.0823 -0.4540 -1.5500
C 1.5720 -1.4201 0.0478
C 0.2455 -0.7993 -0.2054
H -3.0537 3.7199 -1.7675
H 1.3324 -0.9101 3.6148
H 1.4533 -2.2286 0.7718
H 2.9168 0.3154 -0.0112
H -1.7826 0.9027 -1.4000
H 3.3364 -0.9420 1.1614
H -0.7958 1.1655 -2.5866
H 1.9619 -1.8427 -0.8657
H -4.0694 2.6339 -1.3828
H 1.9857 0.1683 1.4808
H -1.4743 -0.0630 0.5668
H -1.7743 -0.1899 -2.6678
H -0.4441 -0.5708 1.7875
H 0.1942 -0.0092 3.9391
H 0.4407 -0.9621 -2.3493
```

HOMO energy (spin up / spin down) (eV): -18.72 / -18.72
Net charge: +2
Molecular weight (g mol⁻¹): 123.18
⟨S²⟩: 0.76
2S+1: 2
Gap between HOMO and LUMO (spin up / spin down) (eV): 11.210 / 7.401

***

Entry Q
ORCA calculation (ωB97M-V with the def2-TZVPD basis set) on a cluster of 3 separate species, C4H15N2O2 in total.

Geometry as XYZ:
```
23
Properties=species:S:1:pos:R:3
O -3.4747 1.4214 1.2682
O 0.4032 -3.8567 -0.4828
N 0.8808 -1.0712 -1.0480
N -1.3922 1.0884 -0.6113
C 2.0699 -0.4921 0.9950
C 1.4782 -0.0858 -0.0963
C -0.2790 1.6928 0.1065
C 1.1515 1.3948 -0.3807
H 2.6579 -1.4129 1.1506
H -1.5988 1.4585 -1.5732
H 0.7419 -1.9665 -0.5350
H 2.3749 0.1438 1.7925
H 1.3426 -1.1776 -1.9492
H -2.2431 1.0715 0.0564
H -0.0903 -0.6935 -1.2461
H 0.1943 -4.2759 -1.3321
H 1.7748 1.8747 0.4245
H -0.2998 1.2536 1.1407
H 1.6493 1.6062 -1.3389
H -3.8921 2.2967 1.2939
H -0.0930 -4.4629 0.0880
H -2.9720 1.3722 2.0954
H -0.3841 2.8204 0.1821
```

HOMO energy (spin up / spin down) (eV): -18.57 / -18.55
Net charge: +2
Molecular weight (g mol⁻¹): 123.18
⟨S²⟩: 0.76
2S+1: 2
Gap between HOMO and LUMO (spin up / spin down) (eV): 11.847 / 6.293

***

Relative energies, unit kcal/mol: entry P 0.0; entry Q 34.1

***

Entry P
ORCA calculation (ωB97M-V with the def2-TZVPD basis set) on a cluster of 3 separate species, C3H8N in total.

Geometry as XYZ:
```
12
Properties=species:S:1:pos:R:3
N 0.8392 -2.4044 -1.5697
C -0.2231 0.0712 -2.5412
C -0.3997 -2.1237 -1.3497
C -1.0537 -0.9412 -1.8781
H 3.2800 20.7092 27.8269
H 2.4311 20.0313 28.5934
H -0.0326 -0.2877 -3.5457
H 0.7494 0.0306 -2.0813
H -0.9276 -2.7383 -0.6306
H 1.1530 -3.0987 -0.8517
H -2.0321 -1.0001 -1.3983
H -0.4874 1.0534 -2.0854
```

HOMO energy (eV): -12.32
Net charge: +1
Molecular weight (g mol⁻¹): 58.10
Gap between HOMO and LUMO (eV): 3.851

***

Entry Q
ORCA calculation (ωB97M-V with the def2-TZVPD basis set) on the ion C3H8N with charge +1.

Geometry as XYZ:
```
12
Properties=species:S:1:pos:R:3
N 1.3810 -0.1869 1.3153
C -1.3870 0.2051 -1.3364
C 0.3780 0.3974 0.3925
C -0.3279 -0.3497 -0.4283
H -1.5600 1.2398 -1.1088
H 2.3443 0.0767 1.0964
H -0.2065 -1.4254 -0.4826
H -2.2933 -0.3253 -1.0672
H 0.3177 1.4665 0.4399
H 1.1979 0.1290 2.2695
H 1.3128 -1.2059 1.2796
H -1.1569 -0.0213 -2.3700
```

HOMO energy (eV): -15.16
Net charge: +1
SMILES: C/C=C/[NH3+]
Molecular weight (g mol⁻¹): 58.10
Gap between HOMO and LUMO (eV): 11.311

***

Relative energies, unit kcal/mol: entry P 162.2; entry Q 0.0

***

Entry P
ORCA calculation (ωB97M-V with the def2-TZVPD basis set) on a structure of composition C29H38HfN2O6PS3Se.

Geometry as XYZ:
```
81
Properties=species:S:1:pos:R:3
Hf 0.6714 -1.0137 0.4330
Se -0.7525 -3.3098 0.3648
S 3.7849 0.1945 0.8630
S 2.9482 -2.9776 0.5007
S 1.8714 -1.3708 3.1844
P -1.7361 0.4260 -0.0712
O 0.5201 -4.2940 0.5249
O -2.1977 -4.0041 0.3112
O -0.5634 -2.0917 1.5726
O 1.7960 -0.7425 -1.4477
O -0.4029 -2.2477 -0.9105
O 1.7386 -1.0248 -3.6809
N 2.0899 0.9903 -2.9232
N 2.2065 1.9567 -1.9418
C -2.7842 1.7431 2.2059
C 1.8493 -0.2806 -2.6117
C -0.9380 2.9339 -1.0641
C -1.3461 1.6406 -1.3910
C -6.1302 -0.9011 -0.3240
C -2.6387 2.3370 3.4503
C -4.5033 0.8783 -0.6657
C -0.6107 3.4519 -3.3845
C 2.9281 -2.8435 3.3101
C 2.8656 -3.7839 2.1107
C 4.2600 0.0514 2.6006
C 0.8012 1.0956 1.1727
C 1.5391 -2.4638 -3.5184
C -3.8364 -1.2845 0.2089
C -5.1417 -1.7466 0.1485
C -1.3916 1.2402 -2.7414
C -1.0190 2.1656 -3.7183
C 4.6653 -2.4270 0.5374
C -0.5765 3.8410 -2.0505
C 3.0760 -0.0904 3.5581
C -4.2733 2.3118 -1.0927
C -3.4955 0.0022 -0.2122
C -1.6620 1.3453 1.4841
C -1.8894 -0.1298 -3.1685
C -0.3790 1.5125 1.9978
C -5.8071 0.3933 -0.7076
C -0.2485 2.0982 3.2549
C -1.3638 2.5078 3.9754
C 4.8830 -0.9928 0.0883
H -5.2155 2.8603 -1.0661
H -1.6296 -0.3311 -4.2087
H 3.4424 -0.2765 4.5690
H -3.8847 2.3741 -2.1130
H 1.9280 -4.3206 2.0879
H -1.0661 1.8725 -4.7644
H 0.7438 2.2464 3.6762
H -1.2364 2.9603 4.9533
H 1.5916 2.7229 -2.1589
H 1.7034 1.3439 1.7150
H 0.7749 -2.6616 -2.7867
H 4.9447 -0.7938 2.6857
H 5.9146 -0.6940 0.2605
H 5.2118 -3.1015 -0.1221
H -3.5120 2.6605 4.0079
H 3.1622 2.2720 -1.8729
H 2.4760 -2.9235 -3.2170
H -1.4846 -0.9320 -2.5513
H -5.3699 -2.7608 0.4596
H 2.4879 0.8262 3.5910
H -0.9352 3.2452 -0.0223
H 0.8331 1.7047 0.2608
H 3.9400 -2.4846 3.4899
H 3.6744 -4.5131 2.1557
H -0.3363 4.1542 -4.1649
H 2.6059 -3.3852 4.1957
H -3.7766 1.5771 1.8001
H -3.0841 -1.9468 0.5953
H -3.5671 2.8259 -0.4425
H -0.2829 4.8496 -1.7796
H -7.1581 -1.2412 -0.3892
H 5.0443 -2.5806 1.5479
H -6.5950 1.0630 -1.0418
H 1.2430 -2.8182 -4.4969
H 4.6745 -0.8838 -0.9789
H 2.0972 1.2332 -3.8961
H -2.9784 -0.1904 -3.0798
H 4.8116 0.9503 2.8688
```

HOMO energy (eV): -10.81
Net charge: +1
Molecular weight (g mol⁻¹): 895.26
Gap between HOMO and LUMO (eV): 8.712

***

Entry Q
ORCA calculation (ωB97M-V with the def2-TZVPD basis set) on a structure of composition C29H38HfN2O6PS3Se.

Geometry as XYZ:
```
81
Properties=species:S:1:pos:R:3
Hf -0.2076 -0.4363 0.6472
Se -0.1403 -3.2489 0.8492
S -1.2297 1.7612 -1.6005
S 0.5453 -0.8584 -2.5086
S -2.4298 -1.3129 -1.0370
P 2.5493 0.5903 -0.0793
O 0.8520 -2.0159 0.0613
O -2.3821 0.3090 1.3894
O -1.1149 -3.7926 -0.3280
O -1.0377 -1.9848 1.6700
O 1.5706 -2.1182 3.4519
O -4.0558 0.5538 2.8723
N -0.7165 -0.2376 3.5168
N -2.0482 0.1452 3.6525
C 4.1791 0.4565 -0.8934
C 5.5926 1.1389 1.1563
C 6.5186 0.1244 -2.3773
C 5.2919 -0.0675 -2.9918
C 2.8140 -0.2134 1.5684
C 0.0845 1.7236 1.2620
C 1.1035 2.7424 0.7921
C 3.7167 -2.3451 0.5332
C 2.6184 0.5599 2.8060
C 2.9118 -2.2384 2.9271
C 1.7678 5.0693 0.5444
C 0.8411 4.1108 0.9238
C 2.6474 0.0184 4.0295
C 0.0783 0.4061 -3.6997
C 2.9947 4.6790 0.0162
C 5.4224 0.6805 -0.2734
C 2.3395 2.3638 0.2604
C 6.5718 0.4980 -1.0419
C -0.1295 1.7666 -3.0289
C 3.1557 -1.5247 1.6604
C -3.4351 0.0936 -1.5310
C 4.1343 0.0965 -2.2459
C -2.7636 1.1855 -2.3538
C -2.7942 0.3302 2.5516
C 2.6035 -1.4327 4.1775
C 3.2722 3.3296 -0.1307
C -4.9681 0.8614 1.7969
C -0.5315 -2.2279 -2.9462
C -2.0179 -2.0076 -2.6642
H -5.8757 1.2036 2.2795
H 7.5367 0.6687 -0.5762
H 1.5344 6.1233 0.6588
H 5.5555 0.3001 1.8555
H -0.8969 2.1675 1.0915
H -0.1692 -3.0545 -2.3433
H -3.4345 2.0384 -2.4376
H -0.1181 4.4215 1.3321
H -4.2933 -0.3093 -2.0705
H 0.1790 1.6889 2.3525
H -2.4636 -1.3433 -3.4053
H 0.8741 0.4903 -4.4403
H -2.5423 0.8442 -3.3641
H -0.6389 -1.2444 3.5433
H -0.1692 0.1711 4.2597
H -3.7918 0.4994 -0.5874
H 2.6102 1.6416 2.7107
H 7.4378 -0.0045 -2.9381
H -2.5286 -2.9675 -2.7112
H 3.4741 -3.4024 0.6583
H 0.8127 2.1601 -2.6368
H 3.3336 -2.0277 -0.4350
H 3.3291 -3.2318 3.0369
H -0.3799 -2.4720 -3.9978
H 4.8213 1.8479 1.4545
H 2.7388 0.6377 4.9164
H 4.2174 3.0257 -0.5669
H -2.5304 0.0236 4.5270
H -5.1680 -0.0339 1.2131
H 5.2363 -0.3494 -4.0364
H 3.1714 -0.0848 -2.7111
H 6.5604 1.6260 1.2762
H 2.8086 -1.8750 5.1438
H 3.7257 5.4209 -0.2875
H -0.5150 2.4885 -3.7490
H 4.8091 -2.2497 0.4979
H -0.8199 0.0773 -4.2225
H -4.5600 1.6443 1.1659
```

HOMO energy (eV): -10.64
Net charge: +1
Molecular weight (g mol⁻¹): 895.26
Gap between HOMO and LUMO (eV): 8.207

***

Relative energies, unit kcal/mol: entry P 0.0; entry Q 11.9